{
  "formula": "C29H46P2PdSe",
  "method": "ωB97M-V/def2-TZVPD",
  "symbols": ["Pd", "C", "C", "C", "C", "C", "C", "H", "H", "H", "C", "H", "H", "H", "C", "H", "H", "H", "C", "H", "H", "H", "C", "H", "H", "H", "C", "C", "C", "C", "C", "C", "C", "C", "H", "H", "H", "H", "H", "H", "H", "H", "H", "H", "H", "H", "P", "C", "C", "P", "C", "C", "C", "H", "H", "H", "H", "H", "H", "H", "H", "H", "H", "H", "H", "H", "H", "Se", "C", "C", "C", "C", "C", "C", "H", "H", "H", "H", "H"],
  "xyz": [[-0.02, -1.63, -3.20], [-0.49, -2.86, 2.19], [0.81, -3.17, 1.70], [1.01, -1.42, 3.17], [-0.38, -1.76, 3.07], [1.74, -2.29, 2.33], [-1.76, -3.50, 1.76], [-1.63, -4.05, 0.81], [-2.55, -2.75, 1.64], [-2.11, -4.22, 2.50], [-1.47, -1.01, 3.72], [-2.42, -1.53, 3.59], [-1.55, -0.01, 3.28], [-1.27, -0.89, 4.79], [1.56, -0.30, 3.95], [1.15, -0.30, 4.98], [1.29, 0.66, 3.49], [2.66, -0.37, 4.00], [3.19, -2.19, 2.05], [3.79, -2.64, 2.85], [3.49, -1.14, 1.99], [3.45, -2.70, 1.11], [1.12, -4.13, 0.61], [1.35, -5.17, 0.96], [2.02, -3.82, 0.04], [0.27, -4.23, -0.09], [-1.12, -0.09, -4.03], [-1.25, -1.30, -4.75], [-0.40, -1.52, -5.99], [1.01, -1.00, -5.73], [1.51, -0.99, -4.22], [1.69, 0.25, -3.38], [0.96, 1.46, -3.93], [-0.40, 1.13, -4.57], [-0.79, -1.10, -6.93], [1.20, -0.02, -6.22], [-0.37, -2.61, -6.13], [-0.25, 1.09, -5.64], [-1.95, 0.15, -3.35], [-2.10, -1.97, -4.58], [-1.05, 2.00, -4.43], [0.80, 2.22, -3.15], [2.79, 0.41, -3.34], [1.64, 1.93, -4.67], [1.69, -1.70, -6.22], [2.36, -1.68, -4.11], [-1.46, 0.29, 0.43], [-2.85, 1.42, -0.02], [-2.27, -1.10, -0.54], [1.64, 0.57, -1.36], [-0.17, 0.87, -0.88], [2.83, -0.74, -0.95], [2.44, 2.17, -0.96], [-2.85, 2.28, 0.68], [-3.81, 0.88, 0.04], [-2.71, 1.78, -1.05], [-1.62, -1.99, -0.61], [-2.52, -0.78, -1.57], [-3.22, -1.39, -0.06], [2.49, 2.76, -1.89], [3.45, 2.02, -0.56], [1.82, 2.71, -0.22], [-0.18, 1.96, -0.68], [-0.70, 0.74, -1.86], [2.79, -0.96, 0.12], [3.86, -0.44, -1.21], [2.60, -1.67, -1.49], [-0.21, 2.27, 2.16], [-1.07, 3.29, 3.44], [-1.67, 4.52, 3.09], [-2.17, 5.37, 4.07], [-2.12, 5.00, 5.43], [-1.56, 3.76, 5.79], [-1.06, 2.90, 4.81], [-1.69, 4.81, 2.03], [-2.60, 6.34, 3.79], [-2.51, 5.68, 6.20], [-1.51, 3.47, 6.84], [-0.61, 1.94, 5.08]],
  "mulliken_spin": [0.461, 0.327, 0.362, 0.259, 0.300, 0.362, 0.029, 0.000, 0.009, 0.027, 0.069, 0.000, 0.010, 0.016, 0.039, 0.015, 0.031, 0.002, 0.022, 0.020, 0.009, -0.001, 0.035, 0.029, 0.000, 0.000, 0.037, -0.008, 0.051, -0.015, 0.447, -0.176, 0.005, 0.025, -0.006, 0.007, 0.014, 0.003, 0.015, 0.000, 0.001, -0.004, 0.033, -0.003, 0.006, 0.005, 0.109, -0.001, 0.061, -0.022, 0.015, 0.118, 0.003, -0.006, 0.000, 0.002, 0.008, 0.009, -0.003, 0.000, 0.003, 0.008, 0.002, -0.006, -0.054, 0.005, 0.012, 0.694, -0.020, 0.081, -0.052, 0.123, -0.046, 0.077, -0.001, -0.001, 0.005, -0.001, 0.010],
  "e_homo_ha": [-0.415, -0.496],
  "s_squared": 6.029,
  "homo_lumo_gap_ev": [6.42, 5.52],
  "multiplicity": 5,
  "charge": 2
}


{
  "formula": "C4H8N2O",
  "method": "ωB97M-V/def2-TZVPD",
  "symbols": ["C", "N", "C", "C", "O", "C", "N", "H", "H", "H", "H", "H", "H", "H", "H"],
  "xyz": [[-2.22, 0.57, 0.61], [-1.00, -0.21, 0.59], [0.64, 0.07, -0.71], [2.02, -0.36, -0.34], [2.89, 0.71, -0.06], [-0.51, -0.81, -0.69], [-0.90, -1.68, -1.46], [-3.11, -0.06, 0.60], [-2.25, 1.23, 1.48], [-2.25, 1.19, -0.30], [-0.88, -0.82, 1.40], [0.55, 1.07, -1.13], [2.41, -0.87, -1.23], [1.98, -1.12, 0.46], [2.63, 1.08, 0.79]],
  "mulliken_charge": [-0.770, -0.172, -0.168, -0.319, -0.511, 0.256, -0.598, 0.278, 0.291, 0.286, 0.237, 0.329, 0.254, 0.303, 0.305],
  "e_homo_ha": [-0.340, -0.264],
  "homo_lumo_gap_ev": [9.63, 6.34],
  "charge": 0
}


{
  "formula": "C18H42N6O6",
  "method": "ωB97M-V/def2-TZVPD",
  "symbols": ["C", "C", "O", "N", "C", "H", "H", "H", "H", "H", "H", "H", "C", "C", "O", "N", "C", "H", "H", "H", "H", "H", "H", "H", "C", "C", "O", "N", "C", "H", "H", "H", "H", "H", "H", "H", "C", "C", "O", "N", "C", "H", "H", "H", "H", "H", "H", "H", "C", "C", "O", "N", "C", "H", "H", "H", "H", "H", "H", "H", "C", "C", "O", "N", "C", "H", "H", "H", "H", "H", "H", "H"],
  "xyz": [[-0.97, -2.12, -4.01], [-2.41, -1.64, -4.25], [-3.17, -2.45, -4.74], [-2.70, -0.31, -4.10], [-4.04, 0.20, -4.23], [-0.25, -1.38, -4.36], [-0.70, -3.08, -4.47], [-0.86, -2.12, -2.93], [-2.03, 0.21, -3.55], [-4.77, -0.17, -3.52], [-4.35, -0.25, -5.17], [-4.24, 1.27, -4.28], [6.15, -1.15, 2.50], [6.73, -0.94, 1.07], [7.97, -0.95, 0.93], [5.86, -0.58, 0.11], [6.36, 0.01, -1.13], [5.78, -0.22, 2.93], [7.01, -1.50, 3.08], [5.34, -1.87, 2.60], [4.86, -0.65, 0.25], [7.03, 0.86, -0.96], [5.62, 0.36, -1.84], [6.96, -0.68, -1.72], [1.78, -0.98, -1.77], [2.16, -0.36, -0.39], [3.02, -0.85, 0.29], [1.46, 0.71, -0.12], [1.72, 1.51, 1.03], [2.55, -0.95, -2.53], [1.02, -0.37, -2.26], [1.55, -2.04, -1.85], [0.77, 1.12, -0.73], [1.20, 2.46, 0.94], [2.78, 1.78, 1.04], [1.44, 0.99, 1.94], [-3.19, -0.06, -0.75], [-2.67, 1.35, -1.13], [-1.74, 1.47, -1.94], [-3.44, 2.32, -0.67], [-3.28, 3.72, -0.89], [-3.01, -0.87, -1.46], [-4.20, -0.17, -0.37], [-2.60, -0.47, 0.06], [-3.95, 2.07, 0.15], [-3.87, 4.07, -1.74], [-2.23, 3.98, -1.02], [-3.56, 4.20, 0.04], [-4.28, 4.91, 2.85], [-2.97, 4.27, 3.13], [-2.18, 4.90, 3.75], [-2.79, 3.02, 2.80], [-1.57, 2.28, 2.98], [-4.85, 5.00, 3.78], [-4.83, 4.29, 2.14], [-3.90, 5.82, 2.40], [-3.54, 2.53, 2.32], [-1.27, 2.18, 4.03], [-0.82, 2.75, 2.34], [-1.69, 1.26, 2.64], [-0.07, -5.61, 1.52], [-0.02, -4.23, 0.85], [-0.44, -4.10, -0.27], [0.35, -3.05, 1.48], [1.25, -2.90, 2.58], [0.89, -6.13, 1.58], [-0.56, -6.42, 0.98], [-0.32, -5.36, 2.55], [0.32, -2.25, 0.87], [2.13, -3.51, 2.38], [0.70, -3.28, 3.44], [1.51, -1.86, 2.80]],
  "mulliken_spin": [0.002, 0.000, 0.008, 0.001, 0.000, 0.000, 0.000, -0.001, 0.000, 0.000, 0.000, 0.000, 0.000, 0.000, 0.002, 0.001, 0.000, 0.000, 0.000, 0.000, 0.000, 0.000, 0.000, 0.000, 0.001, -0.004, -0.001, 0.000, 0.000, 0.000, 0.000, -0.001, 0.000, 0.000, 0.000, 0.000, 0.000, 0.000, 0.000, 0.000, 0.000, 0.000, 0.000, 0.001, 0.000, 0.000, 0.000, 0.000, 0.000, 0.000, 0.000, 0.000, 0.000, 0.000, 0.000, 0.000, 0.000, 0.000, 0.000, 0.000, 0.025, -0.094, 0.496, 0.541, -0.004, -0.008, -0.002, 0.002, -0.042, 0.041, 0.031, 0.004],
  "e_homo_ha": [-0.408, -0.408],
  "s_squared": 0.778,
  "homo_lumo_gap_ev": [7.22, 2.02],
  "multiplicity": 2,
  "charge": 1
}


ΔE to the lowest compared entry with this formula, charge and spin across the listed records, respectively: 0.204 5.972 0.535 eV.
Electronic energy across the listed records, respectively: -4343.84437 -341.78417 -1490.70178 a.u..